[1]
Computed, not measured: C47H36Cl4NO2P2PbSi as an isolated structure, with ωB97M-V with the def2-TZVPD basis set.

Atoms and positions in Å:
H (-2.27, -0.86, 3.50)
H (-2.89, -2.05, -4.27)
C (2.91, 1.48, 4.35)
C (-3.69, -5.51, 0.30)
C (-0.25, -5.58, -0.74)
H (-0.08, -4.23, 0.91)
C (-1.85, 2.32, -2.75)
C (-0.46, -1.79, 4.16)
H (1.10, 6.83, 2.49)
H (-0.77, -1.83, 5.20)
H (3.89, 1.40, 4.80)
Cl (0.85, -0.35, -4.55)
H (-3.28, -4.41, -3.60)
C (0.05, -4.62, -2.93)
Cl (1.46, 2.83, -4.16)
H (3.70, 1.79, 2.39)
C (-0.90, -1.18, 1.88)
C (-1.03, 4.00, 1.02)
H (-0.46, -6.44, -0.12)
C (-3.27, -3.94, -1.49)
C (0.40, 1.70, 3.19)
H (-4.57, 2.07, -4.74)
N (-2.83, -1.61, -0.94)
H (5.47, 4.79, -2.28)
H (-1.11, 3.06, -2.45)
C (-3.78, 1.79, -4.05)
C (2.59, -1.78, -0.34)
P (0.78, -1.68, -0.24)
C (-0.04, -4.34, -0.16)
H (-4.48, -0.22, -3.88)
H (-2.85, 3.73, -4.02)
C (-0.20, -5.72, -2.12)
C (0.34, -1.70, 1.51)
H (-3.70, -6.04, -1.76)
C (2.69, 3.05, -0.25)
C (1.09, 4.88, 1.62)
C (2.37, 4.07, -1.14)
H (-3.92, -6.50, 0.65)
H (-3.16, -2.38, 1.53)
C (-0.89, 6.19, 1.98)
Cl (3.59, 0.59, -2.95)
H (2.17, 4.78, 1.71)
C (-1.81, 1.02, -2.26)
Cl (-2.07, 2.74, 0.43)
H (2.86, -1.75, -1.40)
C (1.55, 1.84, 2.41)
O (2.31, 0.42, 0.27)
H (3.11, 5.47, -2.58)
C (0.52, 1.45, 4.55)
H (-2.73, 5.25, 1.39)
C (-3.17, -3.62, -2.86)
C (-2.81, -1.34, -2.22)
Pb (0.08, 0.75, -1.11)
C (0.23, -3.24, -0.97)
C (-3.24, -3.19, 0.82)
H (4.27, 1.79, 0.51)
H (2.17, -2.62, 2.20)
C (4.69, 4.30, -1.71)
C (-2.83, 2.71, -3.64)
H (1.46, -2.69, 4.55)
P (1.32, 2.29, 0.67)
C (-1.65, 5.17, 1.46)
C (5.01, 3.28, -0.83)
H (0.47, -2.53, -2.99)
H (6.04, 2.97, -0.71)
H (-1.57, -0.78, 1.13)
O (4.22, -0.55, 0.95)
C (3.16, -0.55, 0.38)
C (0.50, 6.04, 2.07)
C (-3.56, -5.25, -1.03)
C (1.19, -2.23, 2.47)
H (0.09, -4.73, -4.01)
C (0.27, -3.38, -2.35)
H (-0.38, 1.35, 5.15)
C (0.35, 3.83, 1.07)
H (1.34, 4.41, -1.25)
H (-0.58, 1.81, 2.75)
C (-3.53, -4.46, 1.23)
C (2.80, 1.71, 2.99)
H (1.86, 1.17, 6.20)
C (-3.09, -2.90, -0.56)
H (-1.36, 7.10, 2.32)
H (-3.66, -4.66, 2.29)
C (4.01, 2.63, -0.12)
C (0.79, -2.27, 3.80)
C (-3.73, 0.49, -3.57)
C (-1.30, -1.24, 3.21)
C (-2.75, 0.08, -2.66)
Si (1.63, 1.03, -3.23)
C (3.37, 4.69, -1.88)
C (1.77, 1.35, 5.13)
H (2.96, -2.73, 0.07)
H (-0.36, -6.70, -2.57)
C (-2.96, -2.33, -3.23)

Summary:
net charge: +1
energy relative to the best compared isomer or geometry (same formula, charge and spin): 85.1 kJ/mol
electronic energy: -136700.6204 eV
HOMO-LUMO gap: 7.3 eV



[2]
Computed, not measured: C47H36CrN6O8P2STe as an isolated structure at a distorted geometry, with ωB97M-V with the def2-TZVPD basis set.

Atoms and positions in Å:
C (1.44, 3.09, -5.45)
C (1.93, 2.87, 0.95)
N (0.09, 1.51, -2.41)
H (-1.98, 2.07, -4.01)
H (-4.26, -5.42, -0.30)
N (0.30, -5.13, 5.96)
C (-3.02, -0.67, 0.94)
C (2.55, -1.88, -4.57)
P (0.58, 1.80, 0.33)
N (-5.70, -2.77, 1.20)
N (-1.56, -3.10, -2.55)
C (0.29, 3.29, -6.21)
C (-1.68, 2.90, 1.42)
C (-2.13, 4.76, -0.59)
C (1.15, 1.71, -1.45)
H (-0.07, -2.50, 5.94)
O (0.75, -3.92, 0.20)
C (-0.93, 2.90, -5.67)
C (0.16, -4.06, 2.42)
O (-0.83, -0.23, 5.15)
O (0.43, -6.34, 5.79)
H (1.88, 0.90, -1.47)
H (-0.69, -1.06, -4.14)
C (-0.81, 2.97, 0.33)
C (4.29, 3.36, 1.06)
C (4.02, 4.51, 1.79)
H (0.94, -1.44, -5.92)
C (1.24, -1.53, -4.88)
C (5.50, 1.10, 3.85)
C (1.38, 2.50, -4.20)
H (-4.00, -1.11, 2.67)
C (1.67, 4.01, 1.72)
H (-4.84, -2.13, -2.92)
H (1.67, 2.64, -1.68)
O (0.44, -5.85, 1.04)
C (-1.04, 3.92, -0.67)
H (-3.44, 3.69, 2.35)
C (-1.75, -3.49, -1.38)
H (-1.84, 3.05, -6.24)
C (0.15, 2.10, -3.66)
C (0.18, -4.29, 4.79)
H (3.47, 1.64, 0.09)
C (3.55, 0.09, 2.70)
C (2.72, 4.82, 2.13)
C (0.33, -1.30, -3.87)
Cr (-0.07, -0.29, 1.13)
H (2.30, -1.92, -1.21)
C (-0.24, -2.12, 3.86)
C (-0.50, -0.64, 4.05)
H (0.61, -5.89, 3.44)
N (0.45, -4.64, 1.14)
H (4.25, 2.34, 5.09)
H (-1.49, 2.17, 2.20)
H (5.31, 3.09, 0.83)
C (-1.89, -2.04, -1.51)
H (-1.60, 0.39, -2.90)
H (-2.62, -0.12, 2.85)
H (-5.23, -4.38, -2.34)
O (-0.75, -2.04, 1.54)
N (-3.35, -0.46, 2.25)
H (-3.85, 5.35, 0.56)
C (2.92, -2.03, -3.25)
H (2.30, 2.33, -3.66)
C (-2.77, 3.76, 1.50)
O (-0.36, 0.13, 3.02)
H (2.17, 1.26, 3.87)
C (-4.27, -2.55, -2.10)
H (4.84, 5.16, 2.10)
H (0.66, 4.26, 1.99)
H (3.93, -2.33, -2.99)
C (-2.99, 4.69, 0.50)
C (-3.71, -4.65, -0.82)
H (-2.31, 5.49, -1.37)
H (2.50, 5.71, 2.71)
C (3.25, 2.54, 0.64)
C (4.32, 1.59, 4.31)
H (-1.70, 1.20, -1.34)
H (-0.37, 3.99, -1.52)
C (-1.01, 2.33, -4.42)
C (3.20, 1.01, 3.65)
Te (2.37, -1.12, 1.42)
H (0.34, 3.74, -7.19)
C (-3.37, -1.59, -1.36)
C (-2.39, -4.53, -0.62)
H (2.40, 3.39, -5.86)
C (-4.46, -3.84, -1.80)
H (-1.83, -5.17, 0.05)
O (-2.02, 0.01, 0.46)
P (-0.47, -0.91, -1.19)
H (3.27, -2.05, -5.37)
C (-1.03, 0.68, -2.02)
C (0.33, -4.85, 3.54)
C (2.00, -1.79, -2.24)
C (-0.05, -2.92, 4.95)
H (6.50, 1.36, 4.16)
H (-3.48, -0.59, -1.80)
C (-0.28, -2.69, 2.55)
S (5.27, -0.07, 2.62)
C (-3.76, -1.49, 0.12)
O (0.27, -4.61, 7.06)
C (0.70, -1.40, -2.53)
C (-4.82, -2.21, 0.68)

Summary:
net charge: -1
⟨S²⟩: 0.78
electronic energy: -139767.0074 eV
multiplicity: 2
HOMO-LUMO gap (spin up / spin down): 6.1 / 6.8 eV



[3]
Computed, not measured: a 4-piece molecular cluster, C47H37BO6 overall, with ωB97M-V with the def2-TZVPD basis set.

Atoms and positions in Å:
C (5.22, 6.87, -1.54)
C (6.77, 0.00, 0.58)
C (-2.50, 1.92, 2.12)
C (-5.59, 0.27, 0.76)
C (1.04, -3.37, 0.54)
H (8.42, -0.94, -0.43)
C (-6.55, 0.51, -3.10)
C (-1.37, 1.55, 3.01)
O (4.51, 3.50, 0.83)
C (-2.43, -0.68, 3.46)
H (-5.95, 0.98, -3.88)
C (5.14, -4.65, 0.37)
C (-0.29, 0.00, 4.51)
C (-9.49, -1.63, -3.35)
C (-0.62, -1.63, 0.48)
C (2.80, -5.21, 0.55)
H (4.58, 7.74, -1.50)
H (8.96, 1.05, -1.79)
H (-9.70, 1.51, -1.99)
H (-0.34, 3.39, 2.67)
O (8.68, 3.41, -2.53)
C (4.46, -6.95, 0.51)
H (-6.22, -1.89, -3.28)
C (3.48, -2.80, 0.45)
C (5.44, 3.47, 0.05)
O (-2.54, 3.00, 1.57)
H (1.55, 2.81, 4.15)
H (5.91, -3.90, 0.28)
C (0.39, -0.67, 0.43)
H (-0.28, -0.96, 5.02)
H (-8.85, -1.95, -4.17)
H (5.18, 1.17, 1.40)
C (4.94, 5.76, -0.75)
C (0.75, 0.89, 4.69)
H (0.13, 0.38, 0.39)
O (-2.42, -1.75, 4.03)
H (-10.48, -1.42, -3.75)
H (-10.91, 0.50, -2.79)
H (4.09, 5.77, -0.09)
H (6.50, -6.30, 0.32)
H (-4.64, 2.19, 0.54)
H (2.35, -7.30, 0.67)
C (5.46, -5.99, 0.39)
C (-0.30, -2.98, 0.54)
C (-3.53, -0.34, 2.51)
C (1.72, -1.06, 0.43)
H (-1.66, -1.32, 0.49)
C (-3.57, 0.91, 1.88)
H (7.99, 5.72, -3.12)
C (5.75, 4.64, -0.82)
C (6.01, 1.14, 0.70)
C (1.37, -4.82, 0.61)
C (3.14, -6.56, 0.59)
H (2.50, -0.31, 0.39)
H (6.54, 7.72, -3.00)
C (7.37, 2.23, -0.97)
B (-5.84, -0.86, -2.82)
C (-0.32, 2.45, 3.19)
C (7.13, 5.73, -2.46)
C (6.32, 6.85, -2.39)
C (3.81, -4.25, 0.45)
H (-8.38, 1.43, -3.68)
H (-1.07, -3.73, 0.59)
C (-4.51, -1.28, 2.24)
H (-8.00, 0.01, -4.61)
H (-9.58, -2.44, -2.63)
H (-10.40, 0.09, -1.17)
C (6.85, 4.62, -1.68)
C (-10.06, 0.50, -2.12)
C (-5.54, -0.98, 1.36)
C (0.74, 2.12, 4.02)
C (6.30, 2.26, -0.07)
H (-6.48, 1.14, -2.22)
C (-7.99, 0.42, -3.60)
C (8.13, 1.07, -1.09)
C (-1.35, 0.32, 3.67)
H (1.58, 0.64, 5.34)
C (2.05, -2.41, 0.48)
H (-8.37, -0.70, -1.77)
O (4.35, -1.96, 0.42)
C (7.83, -0.04, -0.33)
H (4.72, -8.00, 0.53)
H (-6.40, 0.51, 0.08)
H (-6.30, -1.71, 1.15)
O (0.49, -5.66, 0.70)
C (-4.61, 1.22, 1.02)
C (7.72, 3.42, -1.79)
C (-8.92, -0.38, -2.66)
H (6.54, -0.87, 1.17)
H (-4.86, -0.86, -2.15)
H (-4.47, -2.25, 2.72)

Summary:
net charge: 0
electronic energy: -62301.6216 eV
structure (SMILES): O=C1c2ccccc2C(=O)c2ccccc21.O=C1c2ccccc2C(=O)c2ccccc21.O=C1c2ccccc2C(=O)c2ccccc21.BCCC(C)C
HOMO-LUMO gap: 8.6 eV